[1]
ORCA calculation (the ωB97M-V functional and the def2-TZVPD basis) on C49H40ClF12N5O7P2Zr as an isolated structure in a non-equilibrium geometry.

```
117
C49H40ClF12N5O7P2Zr, DFT the ωB97M-V functional and the def2-TZVPD basis
Zr -0.084 -0.278 0.482
Cl -2.811 -1.013 -1.743
P 1.126 2.401 0.543
P -0.516 1.793 -1.799
F -2.061 2.536 3.481
F 4.841 -1.763 0.631
F 4.046 -2.624 2.935
F 3.403 -2.371 -0.849
F -3.493 1.212 4.410
F -3.678 1.710 2.313
F 2.285 -1.618 3.668
F 3.611 -0.288 -0.339
F -0.583 -1.211 4.314
F 0.377 0.618 3.664
F -1.177 0.664 5.150
F 3.919 -0.468 2.841
O -1.902 -0.865 -2.858
O -2.047 -0.671 -0.491
O -1.264 0.775 1.703
O 0.937 -0.918 -1.318
O 1.701 -0.545 1.292
O -3.890 -0.089 -1.834
O -3.259 -2.368 -1.621
N -0.096 -2.890 -1.639
N -1.296 -4.768 -2.037
N 0.675 2.777 -1.046
N -0.516 -1.999 1.599
N 1.563 -2.132 -3.120
C 0.880 2.346 -6.170
C 2.915 -6.624 1.214
C -0.136 4.898 0.959
C 0.303 3.275 -4.030
C -4.707 -2.276 2.355
C -2.682 -3.188 1.431
C 3.647 2.287 1.678
C 0.002 2.001 -3.540
C -1.915 -2.124 1.884
C 0.378 4.882 3.687
C 0.557 1.083 -5.704
C 0.535 -4.227 -3.528
C -0.552 5.960 1.754
C 0.738 -5.503 1.854
C 0.790 -1.972 -2.001
C -2.056 2.766 -1.732
C 2.502 -1.656 1.309
C -2.794 1.433 3.288
C 3.211 -1.602 2.706
C -2.790 3.096 -2.869
C -3.794 3.723 -0.359
C -0.792 0.069 4.009
C 1.738 -2.983 1.267
C -0.292 -3.954 -2.393
C 0.790 3.824 2.896
C -0.063 -4.383 1.978
C -2.595 -1.061 2.536
C 2.511 -4.135 1.140
C 5.000 3.099 -0.600
C -4.007 3.754 -2.752
C 2.585 -1.148 -3.500
C 0.359 -3.102 1.599
C 2.035 -5.414 1.375
C 0.550 3.828 1.520
C 3.616 2.997 -0.617
C 3.605 -1.514 0.176
C -4.505 4.077 -1.498
C -0.292 5.957 3.115
C 5.708 2.799 0.555
C -1.867 0.260 2.846
C -4.046 -3.272 1.665
C 2.930 2.603 0.527
C 0.747 3.447 -5.330
C 0.122 0.912 -4.393
C 5.029 2.389 1.694
C 1.440 -3.282 -3.843
C -2.584 3.059 -0.475
C -3.958 -1.175 2.761
C -6.185 -2.332 2.628
H 3.567 -1.613 -3.454
H -4.188 3.942 0.625
H -2.203 -3.959 0.847
H 3.595 -6.740 2.061
H 2.380 -0.784 -4.505
H -6.705 -1.498 2.154
H 0.847 3.714 -1.394
H 0.633 0.226 -6.361
H -4.488 -0.376 3.259
H 0.433 -5.126 -4.116
H 0.337 -6.467 2.150
H -0.620 6.783 3.733
H -1.994 -4.361 -1.429
H 3.527 -6.558 0.313
H 5.575 2.127 2.591
H -4.570 4.004 -3.642
H 0.975 4.440 -5.695
H 3.134 1.924 2.560
H -6.620 -3.256 2.247
H -1.586 -5.501 -2.660
H -2.422 2.834 -3.853
H -5.455 4.588 -1.407
H 3.078 3.202 -1.534
H -0.380 4.910 -0.094
H 1.221 2.480 -7.189
H 0.160 4.151 -3.407
H -1.044 -4.505 2.406
H 5.526 3.407 -1.495
H 3.560 -4.032 0.887
H 2.549 -0.322 -2.800
H 2.108 -3.369 -4.689
H 2.320 -7.535 1.145
H -6.395 -2.281 3.698
H 0.567 4.862 4.752
H -4.599 -4.122 1.282
H 6.788 2.871 0.565
H -2.068 2.747 0.426
H -0.155 -0.074 -4.043
H -1.090 6.784 1.303
H 1.281 2.979 3.363
```

Computed properties:
HOMO	-7.11	eV
E_tot	-138237.9085	eV
energy relative to the best compared isomer or geometry (same formula, charge and spin)	3.671	eV
frontier orbital gap	7.18	eV
net charge	0
LUMO	0.06	eV



[2]
ORCA calculation (the ωB97M-V functional and the def2-TZVPD basis) on C49H40NOP2PtS as an isolated structure.

```
95
C49H40NOP2PtS, DFT the ωB97M-V functional and the def2-TZVPD basis
Pt -0.262 0.182 0.026
S 1.711 -0.576 0.928
P 0.129 1.950 -1.511
P -1.968 0.363 1.673
O -2.053 2.816 0.192
N -0.096 -1.784 -1.122
C -3.672 1.978 3.260
C 1.094 0.242 -3.455
C 3.493 3.443 0.261
C -1.842 3.792 -0.719
C 2.261 2.841 0.040
C 4.287 3.819 -0.815
C -0.042 -0.681 5.104
C 1.947 -2.100 0.097
C 3.243 -4.124 -0.235
C -5.092 -2.363 -0.363
C -3.000 -2.073 0.796
C -1.019 -2.220 -1.968
C -2.248 5.897 -1.691
C 0.188 -4.267 -2.341
C 3.843 3.604 -2.113
C 1.805 2.626 -1.260
C -0.881 3.475 -1.673
C -0.343 -0.165 3.849
C 1.181 -3.829 -1.435
C 0.109 -0.112 -5.625
C -0.625 4.412 -2.668
C -4.841 5.731 -0.017
C -0.978 -1.456 5.778
C -0.838 0.867 -5.354
C -3.919 -2.899 0.163
C -0.826 1.533 -4.131
C -2.851 2.989 1.268
C -1.587 -0.410 3.268
C -4.426 -0.173 0.394
C -4.356 4.196 2.615
C -2.883 1.888 2.122
C 2.603 3.016 -2.337
C -3.449 5.345 0.506
C -3.563 4.156 1.469
C 2.326 -4.601 -1.126
C -2.217 -1.710 5.202
C -3.254 -0.704 0.928
C -2.237 -1.399 -2.276
C -0.890 -3.485 -2.596
C 0.995 -2.574 -0.833
C -2.524 -1.187 3.952
C -2.521 4.996 -0.665
C -1.321 5.614 -2.689
C 3.052 -2.868 0.377
C -4.410 3.131 3.504
C -5.340 -1.002 -0.252
C -2.835 6.538 1.268
C 1.075 -0.427 -4.672
C 0.148 1.234 -3.180
H 5.255 4.278 -0.643
H 4.460 3.898 -2.956
H -6.255 -0.582 -0.657
H 0.101 -0.626 -6.581
H -5.816 -3.010 -0.851
H -2.738 7.408 0.608
H -1.670 -3.811 -3.277
H -1.590 1.116 -6.096
H -2.080 -2.492 1.193
H 4.121 -4.711 0.011
H -4.781 6.596 -0.685
H -1.123 6.343 -3.468
H 0.926 -0.486 5.551
H -4.937 5.090 2.828
H 3.838 3.611 1.276
H 2.265 2.853 -3.355
H 1.818 -1.190 -4.882
H -0.741 -1.868 6.753
H -3.469 6.824 2.115
H -5.026 3.201 4.395
H 0.392 0.426 3.318
H -4.638 0.887 0.495
H 0.294 -5.241 -2.815
H -3.711 1.152 3.961
H -3.722 -3.964 0.080
H -5.506 6.003 0.809
H 0.127 4.208 -3.424
H -1.843 6.285 1.651
H -2.241 -1.129 -3.336
H -2.948 -2.316 5.727
H 3.784 -2.498 1.090
H -1.573 2.291 -3.926
H 2.455 -5.571 -1.598
H -5.295 4.902 -0.567
H -3.492 -1.391 3.508
H 1.644 2.546 0.877
H -2.753 6.859 -1.701
H 1.843 -0.014 -2.709
H -2.264 -0.494 -1.690
H -3.146 -1.972 -2.070
```

Computed properties:
HOMO (spin up / spin down)	-9.67 / -10.16	eV
E_tot	-87656.9319	eV
2S+1	3
energy relative to the best compared isomer or geometry (same formula, charge and spin)	0.000	eV
frontier orbital gap (spin up / spin down)	7.33 / 6.02	eV
net charge	+1
LUMO (spin up / spin down)	-2.34 / -4.14	eV